[1]
{
  "formula": "C31H37N6O4S2SbSe4Ti",
  "method": "ωB97M-V/def2-TZVPD",
  "elements": ["H", "C", "C", "N", "H", "C", "H", "C", "C", "C", "C", "N", "N", "H", "H", "C", "C", "H", "Se", "C", "H", "C", "H", "C", "H", "C", "Ti", "C", "H", "C", "H", "C", "H", "O", "H", "C", "H", "H", "C", "Se", "Se", "C", "H", "C", "H", "C", "H", "C", "C", "H", "H", "H", "H", "H", "Sb", "S", "N", "C", "H", "H", "Se", "H", "C", "H", "C", "H", "H", "H", "O", "N", "S", "H", "C", "H", "C", "H", "H", "O", "C", "C", "H", "H", "O", "C", "N", "H"],
  "coordinates": [[1.8165, -4.8271, -1.8174], [-3.7360, 3.0602, -2.0557], [3.5064, -0.6947, -3.3645], [3.5410, 1.6735, -2.5511], [-1.6099, -0.7183, -3.3261], [-1.5944, -0.1215, -4.2286], [-0.7980, -1.5214, 3.3647], [-0.4598, 0.4254, 2.5491], [2.2873, 2.1039, -2.4957], [-2.5293, 2.6570, -1.5112], [-2.4799, 0.4313, -6.3929], [1.4633, 1.7081, -3.5313], [-1.6719, -1.1303, -0.6530], [1.0681, -0.4633, 7.3986], [1.0067, -6.2172, -1.0744], [-3.2769, 0.4761, -1.2687], [-1.4918, 1.3952, -6.5516], [3.9316, -1.3469, -4.1292], [4.1484, 0.3148, 3.4481], [-2.5269, -0.3303, -5.2337], [-1.4534, 1.9871, -7.4568], [0.7396, 1.9716, 4.0080], [-4.8139, -1.5655, -0.1741], [-4.5134, 0.8105, -1.8025], [-0.5960, -4.4115, 0.7140], [0.2219, 4.1626, 2.0084], [-0.3872, 0.6893, -0.3061], [4.6907, 1.1794, -0.3905], [-5.7001, 2.4000, -2.6118], [1.3353, -1.1911, 6.6298], [-4.3968, -2.1595, -1.7829], [-0.5539, 1.6005, -5.5531], [1.3816, 1.2091, 5.8776], [0.0488, 0.6128, -2.1173], [3.8180, -1.0650, -2.3870], [1.4881, -4.6137, 0.3079], [1.1962, 2.9332, 4.1907], [1.3725, -2.1861, 7.0607], [0.3738, 1.0902, -3.2963], [1.8009, -0.4013, 0.3069], [2.4455, -3.3957, 3.6900], [-0.1119, -2.7708, -0.2742], [2.3023, -0.9542, 6.1852], [-3.9942, -1.9362, -0.7918], [2.2612, -3.8611, 0.4443], [0.1091, 1.7185, 2.7670], [-3.2864, -1.0932, -5.1164], [-0.3995, -0.5331, 3.5438], [1.7726, -5.4539, -0.9252], [-3.8704, 4.0849, -2.3698], [-3.2090, 0.2704, -7.1766], [3.7827, 1.1776, 0.2127], [-3.5980, -2.8483, -0.3612], [2.7381, -5.9478, -0.8146], [3.8784, -1.8739, 2.5599], [1.6652, 3.0987, -1.2809], [0.1793, -3.9579, 0.2530], [-4.7426, 2.1201, -2.1929], [5.5126, 1.5149, 0.2430], [4.2584, 3.1092, -1.2476], [5.0183, -2.5474, 0.5861], [-1.6931, 3.3366, -1.3896], [-0.6067, 0.8458, -4.3851], [4.8981, 0.1511, -0.6900], [0.2708, -0.2612, 4.7307], [5.4870, 2.1969, -2.1265], [1.4901, -5.2200, 1.2118], [-5.2786, 0.0579, -1.9200], [-1.0361, 0.1234, 1.3964], [-2.3209, 1.4030, -1.1184], [1.2135, -1.9471, -1.1474], [0.2236, 2.3451, -5.6586], [0.8421, 1.0103, 4.9655], [3.5850, 1.1023, -4.5534], [-0.0339, 2.7095, 1.7727], [5.0532, 0.7799, -3.6304], [2.4209, -0.7628, -3.4337], [0.3273, -1.2505, 5.6165], [3.9655, 0.7361, -3.5988], [4.5456, 2.1138, -1.5804], [0.5673, 4.6126, 1.0800], [-0.7221, 4.6331, 2.2951], [-0.4536, 2.4301, 0.6006], [-2.9199, -0.9037, -0.8844], [-1.3576, -2.3755, -0.2022], [0.9446, 4.3424, 2.7972]],
  "forces_ev_per_a": [[0.00, 0.00, 0.00], [0.03, 0.00, -0.04], [-0.03, -0.01, -0.02], [-0.13, 0.06, -0.11], [0.01, 0.00, 0.00], [0.01, 0.00, -0.01], [0.00, 0.00, 0.00], [0.00, 0.02, -0.04], [0.05, -0.19, 0.19], [0.03, -0.04, -0.04], [0.00, 0.00, 0.00], [0.09, 0.15, -0.17], [-0.05, 0.15, 0.01], [0.00, 0.00, 0.00], [0.00, 0.00, 0.00], [0.07, 0.01, -0.10], [0.00, 0.00, 0.01], [0.00, 0.00, 0.00], [0.00, -0.06, -0.01], [0.00, 0.00, 0.00], [0.00, 0.00, 0.00], [-0.01, 0.00, 0.00], [-0.01, 0.00, -0.01], [-0.03, 0.00, 0.03], [0.00, -0.01, 0.00], [0.02, 0.00, 0.00], [0.24, -0.52, 0.11], [0.10, 0.16, -0.03], [0.00, 0.00, -0.01], [-0.01, -0.01, -0.01], [0.01, -0.01, 0.00], [0.00, 0.00, 0.00], [0.00, 0.00, 0.00], [-0.22, 0.16, -0.30], [0.04, 0.01, 0.02], [-0.02, -0.03, -0.04], [0.00, 0.00, 0.00], [-0.01, 0.00, 0.01], [-0.05, -0.15, 0.09], [-0.35, -0.10, -0.06], [0.04, 0.04, -0.01], [0.03, -0.07, 0.00], [0.01, 0.00, 0.00], [0.00, 0.00, 0.01], [0.01, 0.01, 0.01], [-0.01, -0.01, 0.00], [0.00, 0.00, 0.00], [0.00, 0.01, 0.02], [-0.01, 0.00, 0.00], [-0.01, 0.00, 0.01], [0.00, 0.00, 0.00], [0.28, 0.15, -0.08], [0.00, 0.00, 0.00], [0.00, 0.00, 0.00], [-0.03, 0.00, 0.04], [0.04, 0.14, -0.02], [0.02, 0.03, 0.07], [-0.02, -0.01, -0.01], [0.01, 0.00, 0.00], [0.02, 0.01, -0.01], [-0.06, -0.09, 0.07], [-0.02, 0.00, 0.04], [-0.01, 0.01, 0.04], [0.00, 0.06, 0.02], [-0.03, 0.03, -0.02], [0.00, 0.00, 0.00], [0.00, 0.01, 0.00], [0.00, 0.00, 0.00], [0.05, -0.01, 0.17], [-0.13, 0.05, 0.11], [-0.14, 0.04, 0.07], [0.00, 0.00, 0.00], [-0.01, -0.01, 0.01], [-0.01, -0.02, 0.00], [0.00, 0.00, -0.03], [0.00, 0.01, 0.01], [0.02, -0.03, 0.01], [0.03, -0.03, 0.00], [0.00, 0.01, 0.01], [0.05, 0.03, 0.08], [0.00, 0.00, 0.00], [0.00, 0.00, -0.01], [0.06, 0.03, 0.01], [0.02, -0.02, -0.03], [0.00, 0.03, -0.03], [0.00, 0.01, 0.00]],
  "mulliken_charge": [0.25, -0.91, -0.28, 0.27, 0.64, 0.12, 0.53, -0.02, 0.56, -0.29, -0.49, -0.44, 2.00, 0.35, 0.34, 0.71, -0.71, 0.45, -0.56, -0.97, 0.43, -1.20, 0.44, -1.10, 0.31, -1.57, -0.97, -0.03, 0.43, -0.86, 0.37, -0.67, 0.43, 1.18, 0.00, -0.01, 0.19, 0.27, -0.47, 0.27, -0.58, -0.01, 0.33, -2.11, -0.20, 0.84, 0.45, 0.14, -1.18, 0.49, 0.41, -0.34, 0.37, 0.37, 0.84, -0.47, 0.00, -0.65, 0.42, 0.47, -0.56, 0.48, 0.33, 0.12, 0.45, 0.41, 0.42, 0.52, 0.11, 0.85, -0.21, 0.49, -1.01, 0.46, 0.71, 0.43, -0.11, -0.44, -0.91, -1.24, 0.27, 0.33, 0.02, 0.68, -1.61, 0.44],
  "fmax_ev_per_a": 0.6,
  "energy_ev": -362591.1555,
  "de_lowest_ev": 1.569,
  "orbital_gap_ha": 0.20984,
  "e_lumo_ev": -1.31
}

[2]
{
  "formula": "C27H42Cl4FIN3O8",
  "method": "ωB97M-V/def2-TZVPD",
  "elements": ["H", "H", "H", "H", "Cl", "O", "H", "C", "H", "H", "H", "H", "H", "C", "H", "C", "H", "O", "H", "H", "N", "O", "C", "N", "Cl", "H", "H", "C", "F", "C", "C", "H", "C", "C", "C", "O", "H", "C", "H", "H", "H", "H", "H", "H", "C", "C", "H", "C", "H", "Cl", "H", "H", "H", "Cl", "O", "C", "C", "C", "C", "H", "C", "H", "N", "C", "C", "H", "O", "H", "O", "C", "C", "H", "H", "H", "O", "H", "H", "C", "H", "C", "C", "H", "C", "H", "H", "I"],
  "coordinates": [[-4.3272, 3.0708, 2.0458], [0.7090, 3.8744, 3.8196], [-0.5957, 4.0930, 2.6327], [-1.0815, -2.6382, -3.4654], [-5.3005, 0.4250, -0.3147], [-6.7718, 3.6331, 0.5267], [1.8229, -1.5800, 1.6272], [-2.9138, -2.1323, 5.8498], [2.4824, -3.0523, -5.2420], [1.7684, 0.8783, 2.8100], [4.2703, -0.1413, 2.7207], [1.8818, 1.3014, 1.0889], [4.2011, 7.2122, 2.1041], [-0.4581, -1.2098, -1.1376], [-4.4306, 3.2034, 0.3161], [-2.1623, -0.7898, 1.3868], [-1.9998, -2.7178, 5.7820], [2.5980, 5.6842, 3.5808], [-2.2637, 0.8009, 2.5953], [0.2971, -1.0897, -0.3693], [-2.8841, 1.3734, 0.3506], [4.1484, -2.1749, -6.1085], [3.5122, -0.9168, 2.7227], [0.4921, -3.7131, -2.5801], [-4.6130, -2.3917, 3.7633], [4.9426, 5.6070, 2.3352], [4.0126, -1.8685, 2.5743], [-6.2819, 2.7838, 1.1540], [-4.5608, 1.1230, 3.3029], [-4.1968, 0.3803, 2.2299], [-4.1887, 1.2062, 0.9241], [-0.0106, 1.5031, 0.1002], [-2.6016, -0.6524, 3.8920], [2.4946, -0.7243, 1.6097], [3.5115, -2.7967, -4.9952], [2.5985, -0.5399, -5.9706], [-4.8942, -0.4400, 2.1359], [-0.5532, 1.0472, 0.9236], [2.1059, -5.4868, -0.3310], [-0.1754, -0.4427, -3.1438], [3.0123, -0.9701, 3.6840], [-0.3253, -5.2249, -3.8893], [0.4727, -2.4822, -4.2367], [-2.7400, -1.3177, 6.5424], [-3.2663, -1.6283, 4.5019], [-1.8321, 0.3270, 0.4170], [-1.2238, 0.7217, -1.5520], [3.7203, 0.6775, -8.0442], [1.5736, -2.9156, -0.9093], [-3.2085, -2.0388, 0.7120], [-2.9809, 1.6806, -0.6054], [-0.8960, -2.1895, -0.9671], [-2.4845, -0.4708, -1.5120], [-1.2698, 0.0992, 4.6621], [0.2370, 0.1570, 1.6719], [1.2611, -3.7892, -1.4504], [-1.5630, -0.1698, -1.0238], [0.2725, 4.5595, 3.0938], [-4.7688, 2.6195, 1.1640], [-3.6886, -2.7837, 6.2284], [-0.0158, -2.5458, -3.2659], [-0.0354, 5.4780, 3.5889], [-2.8073, -0.0736, 2.5608], [3.5679, -1.0376, -6.4874], [2.3281, 5.4062, 2.4445], [2.6999, 0.5454, -8.3973], [3.0936, 5.6063, 1.3788], [1.2858, -1.0767, -2.4232], [4.2368, -0.5512, -7.5249], [0.2184, -1.2446, -2.5260], [1.6216, 0.5187, 1.7941], [4.3610, 0.9481, -8.8774], [2.9588, -0.7245, 0.6270], [3.5373, -2.1421, -4.1250], [1.1907, 4.8280, 2.0377], [4.0632, -3.7054, -4.7755], [4.8652, 6.3291, 0.7143], [4.3525, 6.2286, 1.6656], [3.7569, 1.4586, -7.2877], [0.2603, -5.0005, -3.0187], [0.8825, -5.8822, -2.1589], [-1.2846, -1.2841, 1.7735], [1.5287, -5.1138, -1.1517], [-0.8826, 1.8744, 1.5675], [0.9083, -6.9530, -2.2186], [-7.5777, 1.5505, 2.3517]],
  "forces_ev_per_a": [[-0.08, -0.01, 0.26], [0.04, 0.08, 0.07], [0.03, 0.04, -0.11], [-0.18, -0.32, 0.13], [0.02, -0.18, 0.20], [-0.81, 1.24, -0.95], [-0.15, -0.15, -0.05], [0.20, -0.19, 0.15], [-0.02, 0.04, 0.03], [0.00, 0.35, 0.12], [0.07, 0.18, 0.17], [-0.07, 0.22, -0.10], [-0.02, -0.03, 0.08], [-0.18, -0.45, -0.42], [-0.02, 0.21, -0.16], [-0.55, -0.21, -0.24], [0.19, -0.05, 0.04], [-0.02, -0.01, 0.06], [-0.02, 0.05, 0.14], [0.03, 0.22, 0.18], [0.08, -0.52, 0.89], [0.01, 0.02, 0.01], [0.05, -0.25, -0.47], [-0.18, -1.01, 0.06], [-0.15, -0.09, -0.05], [-0.05, 0.02, 0.07], [0.20, -0.10, 0.04], [0.60, -0.72, 0.80], [0.26, 0.21, 0.14], [-0.51, 0.05, -0.16], [-0.21, 0.62, -0.40], [0.09, -0.05, -0.25], [0.18, -0.23, 0.27], [-0.37, -0.01, 0.11], [-0.04, -0.22, 0.21], [-0.06, 0.03, 0.04], [0.22, -0.30, 0.08], [-0.28, 0.00, 1.09], [0.14, 0.01, 0.20], [0.05, 0.11, -0.19], [-0.01, 0.17, 0.23], [-0.11, 0.21, -0.18], [0.03, 0.07, -0.14], [0.01, 0.14, 0.13], [-0.37, 0.11, -0.46], [0.36, 0.20, -1.35], [-0.06, 0.22, -0.10], [0.01, 0.14, -0.13], [0.03, 0.16, -0.07], [-0.02, 0.00, 0.21], [0.00, 0.25, -0.06], [-0.03, -0.20, 0.20], [-0.18, -0.27, 0.05], [0.24, 0.16, 0.11], [0.24, 0.12, -0.61], [0.34, -0.29, 0.44], [0.46, 0.42, 0.35], [-0.16, -0.10, 0.07], [0.23, -0.60, -0.38], [-0.18, -0.02, 0.07], [0.25, 0.47, -0.38], [0.08, 0.00, 0.06], [-0.16, -0.11, -0.13], [0.06, -0.02, -0.06], [0.11, 0.04, -0.06], [-0.03, 0.00, 0.08], [-0.04, -0.04, -0.04], [0.20, 0.11, -0.04], [0.02, 0.00, -0.01], [-0.14, -0.13, 0.42], [0.18, -0.52, 0.39], [0.06, -0.09, 0.02], [0.17, 0.03, -0.10], [-0.08, 0.03, -0.01], [-0.11, -0.11, -0.08], [0.09, 0.03, -0.13], [-0.09, -0.04, -0.05], [0.21, 0.09, -0.07], [-0.07, -0.03, 0.04], [0.34, -0.35, 0.58], [0.08, 0.56, 0.05], [0.23, 0.09, -0.04], [-0.59, 0.63, -0.82], [0.05, 0.17, 0.02], [-0.14, -0.16, -0.19], [0.03, -0.15, 0.11]],
  "mulliken_charge": [0.45, 0.28, 0.01, 0.38, -0.08, -0.41, 0.16, -1.36, 0.22, 0.43, 0.36, 0.40, 0.30, 1.06, 0.36, -0.06, 0.34, -0.53, -0.01, -0.37, -0.45, -0.32, -1.57, 0.55, -0.13, 0.30, 0.43, 0.05, -0.40, -1.13, 1.15, 0.73, -0.11, -0.22, -0.54, -0.55, 0.82, -1.91, 0.48, 0.42, 0.37, 0.47, 0.52, 0.41, 0.90, 1.18, 0.82, -0.62, 0.52, -0.06, 0.59, 0.60, 0.30, -0.18, 0.11, -0.43, -2.57, -0.52, -0.67, 0.41, -1.00, 0.41, 0.08, 0.79, 0.77, 0.29, -0.32, 0.36, -0.34, -1.21, -0.59, 0.22, 0.35, 0.25, -0.32, 0.31, 0.22, -0.64, 0.29, -0.68, -0.64, 0.61, -0.75, 0.31, 0.44, 0.06],
  "fmax_ev_per_a": 1.8,
  "energy_ev": -110430.3859,
  "de_lowest_ev": 0.000,
  "total_charge": 1,
  "orbital_gap_ha": 0.27760,
  "e_lumo_ev": -2.62
}

[3]
{
  "formula": "C6H6N6S",
  "method": "ωB97M-V/def2-TZVPD",
  "elements": ["N", "N", "N", "S", "H", "H", "C", "H", "H", "C", "C", "N", "C", "C", "N", "H", "N", "C", "H"],
  "coordinates": [[-2.3626, -1.9225, 0.7675], [-2.1525, -2.2073, 2.0620], [-0.3883, -1.5987, 3.5885], [-0.8894, 0.4732, -1.9011], [2.0635, 0.7230, 0.4400], [2.3815, 1.9254, -1.4028], [0.8337, 2.0325, -3.0057], [1.3204, 2.6867, -3.7134], [-1.0656, 1.6292, -4.0265], [1.4002, 1.6131, -1.7756], [-1.0087, -1.6318, 2.3806], [-1.4248, -1.2113, 0.2665], [0.5944, 0.7616, -1.0427], [1.0683, 0.3141, 0.2578], [-0.5467, -1.0007, 1.2801], [0.5720, -1.3623, 3.5301], [0.6747, -0.3880, 1.2469], [-0.4031, 1.4906, -3.1919], [-0.6670, -2.3266, 4.2399]],
  "forces_ev_per_a": [[0.08, 0.20, -0.55], [0.25, 0.02, 0.54], [-0.92, -0.38, 0.01], [0.22, 0.19, -0.13], [-0.09, -0.12, 0.07], [-0.40, -0.10, -0.23], [0.18, -0.13, 0.29], [0.01, 0.01, 0.04], [-0.07, 0.02, -0.13], [0.18, 0.08, 0.08], [-0.34, -0.09, -0.33], [-0.12, -0.14, 0.25], [-0.32, 0.11, -0.39], [0.31, 0.18, -0.13], [0.25, 0.03, 0.14], [0.85, 0.13, 0.19], [-0.27, -0.07, 0.11], [0.02, -0.26, 0.51], [0.20, 0.32, -0.31]],
  "mulliken_charge": [-0.56, -0.48, -0.42, 0.06, 0.25, 0.32, -0.60, 0.37, 0.41, -0.47, 0.57, -0.13, 0.50, -0.05, 0.88, 0.26, -0.87, -0.29, 0.27],
  "smiles": "Nc1nnnn1/N=C\\c1cccs1",
  "fmax_ev_per_a": 1.0,
  "energy_ev": -26092.7233,
  "de_lowest_ev": 0.000,
  "orbital_gap_ha": 0.31996,
  "e_lumo_ev": -0.19
}

[4]
{
  "formula": "C7H6F2N2",
  "method": "ωB97M-V/def2-TZVPD",
  "elements": ["C", "C", "F", "C", "H", "H", "C", "H", "N", "C", "C", "H", "H", "N", "C", "F", "H"],
  "coordinates": [[0.1001, 0.7308, -1.7290], [1.5999, -1.1845, -0.7940], [-2.3110, -0.4677, 0.7445], [0.6313, -0.2266, -0.7400], [0.2160, 0.3391, -2.7941], [1.9988, -2.8349, 0.3893], [-1.1286, 0.0507, 1.1968], [-0.3511, 2.2203, -0.3173], [1.5787, -1.9072, 0.3360], [-0.9850, 1.1983, 2.0112], [-0.3662, 1.9127, -1.2852], [-0.7997, 2.5374, -1.9721], [2.4437, -1.3455, -1.5455], [0.5489, -1.5687, 1.0800], [0.0007, -0.5462, 0.5010], [-1.1384, -0.3209, 2.6331], [-2.0381, 1.4129, 2.2850]],
  "forces_ev_per_a": [[1.07, -0.17, 0.19], [2.55, 0.20, -2.36], [0.40, 0.75, -0.06], [-1.03, -0.23, 0.36], [-0.62, 1.20, 1.37], [-0.20, 0.61, 0.50], [-1.10, -1.59, -0.44], [0.19, 0.55, 2.81], [0.37, -0.93, -0.96], [-1.21, 2.43, 0.56], [0.71, -2.95, -2.81], [-0.94, 1.69, -1.53], [-1.55, 0.23, 1.07], [-0.09, -0.90, 1.66], [0.50, -0.19, -0.58], [0.64, -1.43, 0.43], [0.32, 0.75, -0.21]],
  "mulliken_charge": [-0.39, -0.70, -0.29, 0.79, 0.27, 0.26, 1.05, 0.40, 0.17, -0.96, -0.91, 0.31, 0.36, -0.70, 0.23, -0.12, 0.24],
  "fmax_ev_per_a": 4.1,
  "energy_ev": -15765.0418,
  "de_lowest_ev": 3.573,
  "orbital_gap_ha": 0.35966,
  "e_lumo_ev": 0.68
}